DFT (the ωB97M-V functional and the def2-TZVPD basis) results for C13H29IrO6Si as an isolated structure.

Structure (XYZ):
```
50
Properties=species:S:1:pos:R:3
Ir -0.198 0.575 -0.478
C -1.856 -2.124 -0.886
C -0.929 -2.020 -2.073
O 0.257 -1.346 -1.613
C 1.444 -1.429 -2.424
C 2.244 -0.154 -2.182
O 2.156 0.275 -0.813
C 2.823 -0.571 0.137
C 2.170 -0.335 1.469
O 0.770 -0.668 1.317
C 0.034 -0.629 2.556
C -0.634 0.721 2.713
O -1.327 1.077 1.506
C -2.709 0.690 1.374
C -2.860 -0.715 0.828
O -2.028 -0.800 -0.342
H -1.426 -2.768 -0.114
H -2.825 -2.518 -1.196
H -1.375 -1.447 -2.888
H -0.672 -3.020 -2.426
H 1.179 -1.496 -3.481
H 1.981 -2.335 -2.140
H 1.832 0.674 -2.758
H 3.288 -0.291 -2.468
H 3.882 -0.314 0.171
H 2.711 -1.619 -0.147
H 2.271 0.708 1.781
H 2.612 -0.986 2.223
H 0.707 -0.821 3.393
H -0.685 -1.445 2.512
H 0.102 1.509 2.866
H -1.326 0.725 3.556
H -3.142 1.411 0.682
H -3.212 0.786 2.337
H -3.900 -0.892 0.545
H -2.558 -1.485 1.541
C 1.064 3.480 -3.432
Si -0.497 3.552 -2.433
C -2.036 3.401 -3.447
C -0.522 4.908 -1.177
O -0.460 2.083 -1.491
H 1.170 4.396 -4.018
H 1.058 2.648 -4.139
H 1.949 3.400 -2.797
H -2.148 4.279 -4.088
H -2.924 3.339 -2.816
H -2.007 2.525 -4.096
H -0.551 5.877 -1.680
H 0.370 4.887 -0.550
H -1.402 4.839 -0.536
```

As for the spin multiplicity: 5. The charge is +2. The calculation puts the relative energy (zero: lowest compared OMol25 entry of this formula, charge and spin) at 0.00 kcal per mole. The HOMO-LUMO gap (alpha / beta) is 10.690 / 8.118 eV. Its HOMO energy (alpha / beta) is -0.581 / -0.593 Eh. The electronic energy is -1357.336270 hartree.

Here are the Mulliken charges for atoms 1 to 5, given in e:
1 Ir 1.996
2 C -0.580
3 C -0.769
4 O -0.418
5 C -0.659